# 1
Here is one molecule with the formula C4H9NO from the OMol25 dataset. Energies are from ωB97M-V/def2-TZVPD.

```
15
Properties=species:S:1:pos:R:3:forces:R:3
H -1.77368 -1.61327 0.62151 0.2 0.1 0.0
H -2.08802 0.94491 -0.51154 0.1 -0.1 0.1
C -0.27752 -0.17684 -0.02759 0.0 0.0 0.0
O 1.40312 0.58528 1.51310 0.0 -0.1 -0.3
H -0.11164 -2.23756 0.68274 -0.1 0.1 0.0
H -0.27389 -0.48999 -1.08046 0.0 0.1 0.1
H 1.83240 -0.03797 -1.56817 0.0 0.0 0.2
H -0.70090 1.97103 -0.12080 -0.1 -0.1 0.0
C 1.13110 0.24047 0.37589 0.0 0.0 0.1
C -1.20885 1.03576 0.13334 -0.1 0.1 0.0
C -0.73347 -1.34962 0.84267 0.0 0.0 0.0
H -1.54809 1.11848 1.17021 0.1 0.0 -0.1
H -0.65812 -1.06574 1.89728 0.0 -0.1 -0.2
H 2.99289 0.54408 -0.41662 -0.1 0.0 0.0
N 2.05796 0.22983 -0.62471 0.1 0.0 0.0
```
Positions in Å, forces in eV/Å.

LUMO level = 0.9 eV
Orbital gap = 10.63 eV
SMILES = CC(C)C(N)=O
Total energy = -287.8307 Eh
Energy above the lowest of the compared OMol25 structures with the same formula, charge and spin = 1.10 kcal per mole
Multiplicity = 1
HOMO energy = -9.70 eV
Largest force on an atom = 0.36 eV Å⁻¹

# 2
Here is C33H37N8O9P2S4Sr as an isolated structure from the OMol25 dataset. Energies are from ωB97M-V/def2-TZVPD.

```
94
Properties=species:S:1:pos:R:3:forces:R:3
C 1.50590 -3.75757 -3.03152 0.0 -0.1 0.1
H 3.53707 -3.34989 2.98567 0.0 0.0 0.0
O -1.57287 -5.02268 -1.91410 0.0 0.0 0.0
H -2.24244 2.60403 -4.36803 0.0 0.0 0.0
C -2.55155 3.33865 -2.38232 0.0 0.0 0.0
N -1.51088 -1.26935 0.54194 0.0 -0.1 0.0
C -2.31779 6.41588 2.73351 0.0 0.1 0.0
Sr -0.17388 0.41881 -0.96748 0.0 0.1 0.0
C 2.06476 3.60683 2.08380 0.0 0.0 0.0
C 0.91361 -5.74144 -4.26549 0.0 0.0 0.0
H -1.74705 7.17932 3.25994 0.0 0.0 0.0
H 4.27625 -1.31277 4.22001 0.0 0.0 0.0
N 1.62453 -1.09897 0.49980 0.0 0.0 0.0
H 1.85685 0.45644 -3.45819 0.0 0.0 0.0
H -3.36418 6.44056 3.03844 0.0 0.0 0.0
C 3.67314 0.64784 3.68930 0.0 0.0 0.0
H -2.18229 -6.46731 -4.01194 0.0 0.0 0.0
C 1.51016 -7.03490 0.59593 0.0 0.0 0.0
C -1.20603 -6.87649 -3.75451 0.0 0.0 0.0
S 2.91624 6.00185 3.22571 0.0 0.0 0.0
H -2.02158 -0.19197 2.32359 0.0 0.0 0.0
C -2.05833 -1.13234 1.79532 0.0 0.0 0.0
N -2.43127 -3.18153 1.12128 -0.1 0.0 0.1
H 2.69481 0.37147 -2.06708 0.0 0.0 0.0
H 3.32585 3.32970 3.78851 0.0 0.0 0.0
H -0.22561 5.69116 -2.94319 0.0 0.0 0.0
C 1.64431 -2.40387 0.34866 0.0 0.0 0.0
C 0.91870 5.82660 1.64065 0.0 0.0 0.0
C -2.62990 -2.31156 2.16890 0.0 0.0 0.0
H -2.26631 6.57911 1.65549 0.0 0.0 0.0
C 1.80398 -4.76520 -4.04810 0.0 0.0 0.0
N 1.49129 1.61906 0.85744 0.0 0.0 -0.1
H 0.15775 5.43650 0.97631 0.0 0.0 0.0
C 2.32209 -3.27596 1.23075 0.0 0.0 0.0
O 2.32817 -2.85251 -2.79578 0.0 0.0 -0.1
H -3.97593 -4.59144 1.06845 0.0 0.0 0.0
P -0.82401 3.86218 -2.02796 0.0 0.0 0.0
C 2.25937 -4.73029 1.03371 0.0 0.0 0.0
S -1.26941 2.67700 2.92197 0.0 0.0 0.0
H -1.32639 -7.46867 -2.84703 0.0 0.0 0.0
C 1.88206 5.05272 2.21920 0.0 0.0 0.0
H -0.85190 -7.51479 -4.56324 0.0 0.0 0.0
H 4.26932 -5.37112 1.45770 0.0 0.0 0.0
H -4.36874 3.78587 -1.57232 0.0 0.0 0.0
H 0.78547 3.46168 0.33705 0.0 0.0 0.0
H -3.10567 4.51533 -0.72477 0.0 0.0 0.0
H 2.36020 8.37507 3.29217 0.0 0.0 0.0
C 3.02465 -1.32442 2.44738 0.0 0.0 0.0
C 3.25843 -5.64998 1.19492 0.0 0.0 0.0
C 2.29136 -0.54911 1.53721 0.0 0.0 0.0
H -2.74536 2.29173 0.50348 0.0 0.0 0.0
C 2.23114 0.88477 1.71999 0.0 0.0 0.0
O -1.70539 5.18402 3.08597 0.0 0.0 0.0
N -0.24518 -5.81295 -3.55128 0.0 0.0 0.0
O -0.86491 4.72330 -0.80762 0.0 0.0 0.0
H -2.53587 -4.96880 0.09124 0.0 0.0 0.0
C -0.52408 -4.85758 -2.55474 0.0 0.0 0.0
H 0.92975 -7.90693 0.34147 0.0 0.0 0.0
S -3.57664 4.04741 1.59179 -0.1 0.0 -0.1
O 0.04441 2.65203 -2.11895 0.1 -0.1 0.1
C 3.72038 -0.69021 3.52908 0.0 0.0 0.0
H -2.48066 -5.13460 1.86437 0.0 0.0 0.0
C -2.88659 -4.55487 1.03465 0.0 0.0 0.0
P -3.04293 1.69289 -1.64412 0.0 0.0 0.0
H -3.15989 -2.60309 3.05869 0.0 0.0 0.0
C -1.76089 -2.50685 0.16719 0.1 -0.1 0.0
C -2.15950 4.03634 2.54229 0.0 -0.1 0.1
O -2.30841 0.61830 -2.37607 0.0 0.0 0.0
H 0.35054 7.96454 1.65967 0.0 0.0 0.0
N 0.33916 -3.85110 -2.34144 0.0 0.0 -0.1
H 2.08514 -1.01024 -2.71440 0.0 0.0 0.0
S 0.79322 -5.48701 0.55663 0.0 0.0 0.0
N 1.89466 -0.01202 -2.56040 0.1 -0.1 0.0
H -3.58780 5.17229 -2.18510 0.0 0.0 0.0
N -3.47413 4.29978 -1.67375 0.0 0.1 0.0
C -2.90474 3.30541 -3.86334 0.0 0.0 0.0
O -0.49493 4.83589 -3.29677 0.0 0.0 0.0
O -4.52508 1.82600 -1.57222 0.0 0.0 0.0
C 2.05680 7.43471 2.86152 0.0 0.0 0.0
C 2.82387 2.86232 2.94829 0.0 0.0 0.0
H 2.72689 -4.69840 -4.60287 0.0 0.0 0.0
C 2.92056 1.47014 2.78752 0.0 0.0 0.0
H 1.11535 -2.81562 -0.50897 0.0 0.0 0.0
C 3.01834 -2.71730 2.27391 0.0 0.0 0.0
C 1.02304 7.19491 2.01067 0.0 0.0 0.0
C 1.40786 2.91560 1.03647 0.0 0.0 0.1
O -2.34253 1.71349 -0.19174 0.0 0.1 0.0
H 1.05860 -6.51814 -5.00680 0.0 0.0 0.0
H 4.19167 1.12619 4.51155 0.0 0.0 0.0
H 3.46799 -7.84644 0.99565 0.0 0.0 0.0
H -3.93084 2.95744 -3.99994 0.0 0.0 0.0
C 2.82820 -6.97774 0.93914 0.0 0.0 0.0
H -2.77341 4.28687 -4.32394 0.0 0.0 0.0
H -1.47011 -2.97402 -0.76446 0.0 0.0 0.0
```
Positions in Å, forces in eV/Å.

LUMO level = 1.9 eV
Orbital gap = 6.63 eV
Total energy = -4701.7137 Eh
Energy above the lowest of the compared OMol25 structures with the same formula, charge and spin = 11.84 kcal per mole
Charge = -1
Multiplicity = 1
HOMO energy = -4.77 eV
Largest force on an atom = 0.17 eV Å⁻¹

# 3
Here is a 2-piece molecular cluster, C5H13NS overall from the OMol25 dataset. Energies are from ωB97M-V/def2-TZVPD.

```
20
Properties=species:S:1:pos:R:3:forces:R:3
N -0.49803 1.34728 1.12577 0.4 -0.5 1.0
H 1.14649 3.18802 -1.20965 0.2 -0.3 0.1
H -1.19608 -2.63074 0.71437 -0.1 0.2 0.1
H -0.03419 1.84834 -1.39627 0.1 0.2 -0.3
H -1.89771 -2.20287 -0.81037 -0.1 0.3 -0.1
H -0.81158 2.45629 2.79876 -0.3 0.1 0.0
C -1.36218 -1.78456 0.04151 0.6 -0.5 0.1
C 0.68312 2.03403 0.60080 0.2 0.2 0.0
H 1.45482 1.26541 0.52808 0.0 0.1 -0.2
H 0.99650 2.77471 1.33545 0.0 0.1 0.0
S 1.08173 -2.32279 -1.36910 -0.5 0.3 0.2
H -0.18897 -0.26548 -0.91312 -0.1 -0.3 -0.5
H -0.65298 0.41358 0.71805 -0.3 0.1 -0.7
H -2.05386 1.05544 2.33368 0.2 -0.1 0.6
H 0.60181 -0.90645 0.45780 -0.2 -0.3 0.4
C 0.32019 2.64976 -0.75186 -0.3 0.0 0.4
H -0.47385 3.38874 -0.61933 -0.1 -0.1 0.0
C -1.14669 1.62980 2.18503 0.0 0.1 -1.0
H -1.95830 -1.00302 0.54939 -0.3 -0.3 -0.1
C -0.00863 -1.24030 -0.40915 0.5 0.7 -0.1
```
Positions in Å, forces in eV/Å.

LUMO level = -2.0 eV
Orbital gap = 3.55 eV
Total energy = -651.1055 Eh
Energy above the lowest of the compared OMol25 structures with the same formula, charge and spin = 86.88 kcal per mole
Multiplicity = 1
HOMO energy = -5.55 eV
Largest force on an atom = 1.15 eV Å⁻¹

# 4
Here is C23H16BaBrF6N4OPSe3Te as an isolated structure from the OMol25 dataset. Energies are from ωB97M-V/def2-TZVPD.

```
57
Properties=species:S:1:pos:R:3:forces:R:3
C 4.66638 -1.37679 2.90776 -0.1 0.3 0.3
C -1.96409 3.09416 -0.44916 0.2 -0.1 0.0
N -1.92431 -0.14248 0.90453 -0.1 -0.7 -0.4
C 2.06604 -2.39939 -1.23391 0.3 -0.1 0.0
H -3.58672 4.48752 -0.57506 0.0 0.0 0.0
C 1.66802 -1.90466 0.00063 -0.4 -0.1 0.3
H -1.68287 3.39628 0.55452 0.0 -0.1 -0.1
H -4.14951 -2.86358 -2.06402 0.0 0.0 0.0
C 2.73545 -1.69566 0.97397 -0.5 0.3 0.3
N -1.23097 2.11191 -0.99498 0.0 0.2 0.0
H 5.38540 -1.25104 3.70773 0.0 0.0 0.0
Br -0.54084 0.34647 -3.00091 -0.1 0.1 0.1
H 1.34224 -2.45190 -2.03338 0.0 0.0 0.0
H -4.83424 4.46426 -2.52250 0.1 -0.2 -0.2
C -2.11229 -3.39563 -1.68373 0.5 -0.1 0.1
F 2.00250 2.57632 0.84370 1.4 2.0 -0.6
H -5.24447 -0.96826 -0.87965 0.0 0.0 0.0
H -0.05136 -3.72710 -1.15999 0.0 0.0 0.0
N 2.45392 -0.97122 2.11861 0.6 -1.1 -0.1
P 2.90669 2.25271 -0.54734 0.1 0.1 0.0
C 3.38986 -2.82231 -1.48441 -0.4 0.1 -0.1
C 4.98399 -2.02568 1.75873 0.1 -0.1 -0.2
H 5.35741 -3.13372 -0.69937 0.0 0.0 0.0
H 3.63859 -3.20974 -2.46634 -0.1 0.0 0.0
Se -1.78150 3.55849 3.19764 0.0 0.0 0.0
N 0.39389 -1.49989 0.37180 -0.1 -1.6 -1.0
F 1.91283 0.91928 -0.74398 1.0 0.4 -1.6
C 3.37706 -0.80802 3.03456 0.1 -0.3 -0.3
H -2.85666 1.90713 -3.93486 0.0 0.0 0.0
H -5.11569 0.86822 0.79051 0.0 0.0 0.0
C -3.03021 3.70212 -1.07472 0.0 0.0 0.1
F 3.82659 1.32594 0.38098 0.3 0.0 0.1
C -3.35928 3.26494 -2.34882 -0.4 0.2 -0.3
C -1.97931 -1.17713 -0.00157 0.6 0.2 0.3
H 5.97993 -2.42987 1.60947 0.0 0.0 0.0
C -3.01472 0.52658 1.17331 -0.1 0.0 0.0
F 3.70301 1.85471 -1.84949 0.2 0.0 -0.2
C -4.24855 0.27138 0.53792 0.1 0.2 0.2
H -2.92564 1.32356 1.90956 0.0 0.0 -0.1
Te -0.46395 0.18346 4.33946 -0.2 -0.2 0.9
F 1.84784 3.10372 -1.36309 -0.2 0.2 -0.3
C -3.22498 -2.62747 -1.55115 -0.1 0.3 0.2
H 3.10408 -0.22700 3.91218 0.0 -0.1 0.0
H -2.14775 -4.28123 -2.30943 0.1 0.0 0.0
Se 1.01726 -0.36748 6.19509 -0.1 0.0 -0.1
C -1.56784 1.73710 -2.21135 0.0 -0.1 0.0
C -0.89687 -3.06869 -1.03557 -0.3 -0.2 -0.3
O -4.40281 3.78319 -3.05776 0.0 0.1 0.3
C 4.02911 -2.18126 0.72374 0.2 0.0 0.0
C -4.31180 -0.73412 -0.37542 -0.1 -0.1 -0.1
F 3.79152 3.53396 -0.25514 0.2 0.0 0.0
Se -1.45324 2.38398 5.09405 0.1 -0.1 0.0
C -2.62063 2.26396 -2.94378 0.2 -0.2 -0.1
Ba 0.71681 0.71812 1.25439 -3.2 0.5 2.2
C -0.75649 -1.93171 -0.25777 0.4 0.2 0.5
C 4.35265 -2.76951 -0.52210 0.0 0.0 0.2
C -3.16948 -1.51691 -0.66411 -0.4 -0.1 -0.1
```
Positions in Å, forces in eV/Å.

Expectation value of S² = 0.758
LUMO level (spin up / spin down) = 1.9 / 0.4 eV
Orbital gap (spin up / spin down) = 6.34 / 4.51 eV
Total energy = -12193.1643 Eh
Energy above the lowest of the compared OMol25 structures with the same formula, charge and spin = 42.69 kcal per mole
Charge = -1
Multiplicity = 2
HOMO energy (spin up / spin down) = -4.41 / -4.11 eV
Largest force on an atom = 3.95 eV Å⁻¹

# 5
Here is a 2-piece molecular cluster, C5H7Cl overall from the OMol25 dataset. Energies are from ωB97M-V/def2-TZVPD.

```
13
Properties=species:S:1:pos:R:3:forces:R:3
H 0.76134 2.04237 0.31258 1.7 4.3 2.2
C 0.48129 0.00285 0.62545 -4.6 -2.5 4.5
C -1.89413 -0.41834 -0.00019 -1.3 0.2 -0.6
H -0.24528 1.35478 -0.97449 0.2 0.1 0.4
C 1.43919 0.07372 -0.36141 -1.0 -2.8 -4.3
H -0.34108 -2.15190 -0.22814 -1.2 3.7 1.0
C -0.69213 -0.98533 0.15808 1.3 -0.6 0.6
Cl 3.00422 -0.40912 0.06160 2.0 0.5 0.0
C 0.46746 1.24145 -0.15751 -0.1 -3.3 -2.9
H 0.96047 -0.73476 -1.14403 2.0 2.5 0.9
H 0.79712 0.05018 1.73338 -0.6 -0.1 -1.9
H -2.58213 -0.95924 -0.90296 1.0 1.9 3.3
H -2.15634 0.89333 0.87766 0.6 -3.9 -3.2
```
Positions in Å, forces in eV/Å.

LUMO level = 0.6 eV
Orbital gap = 10.09 eV
Total energy = -654.6586 Eh
Energy above the lowest of the compared OMol25 structures with the same formula, charge and spin = 145.51 kcal per mole
Multiplicity = 1
HOMO energy = -9.51 eV
Largest force on an atom = 6.90 eV Å⁻¹

Question: multiplicity of number 1 (C4H9NO)?
Answer: 1

Question: Which value of energy above the lowest of the compared OMol25 structures with the same formula, charge and spin does entry 4 give?
Answer: 42.69 kcal per mole